Record 1
Molecular formula: C66H142F24N12O21S8
Method: DFT, ωB97M-V/def2-TZVPD

```
! RIJCOSX wB97M-V def2-TZVPD def2/J DEFGRID3
* xyz 4 1
C 21.90973 29.18645 25.45846
C 22.12723 27.74333 25.51810
N 23.60017 27.43875 25.90389
C 24.53477 27.93344 24.82970
C 23.84926 27.84269 27.32519
C 25.21029 27.60266 27.88613
C 23.82809 25.93187 25.70492
C 23.41387 24.93287 26.79332
O 22.04638 25.06356 27.12545
C 21.81309 24.24427 28.28544
H 22.57879 29.62102 24.70205
H 21.99491 29.66108 26.46244
H 20.85148 29.33298 25.14878
H 21.90766 27.25733 24.58590
H 21.56508 27.21341 26.27744
H 24.36492 27.40422 23.84057
H 25.49365 27.69422 25.16247
H 24.38142 28.98280 24.66410
H 23.24401 27.13237 27.87980
H 23.40719 28.77248 27.55852
H 25.52296 26.55556 27.69981
H 25.12102 27.78243 29.00286
H 25.98776 28.20213 27.38441
H 24.87303 25.69452 25.42365
H 23.21896 25.59033 24.88537
H 24.07009 24.95839 27.71354
H 23.58792 23.92402 26.33242
H 20.75177 24.19039 28.39419
H 22.22412 24.74921 29.19653
H 22.22924 23.27605 28.16054
C 8.30257 10.50310 26.65318
C 9.68110 10.24724 27.28790
N 10.71754 11.12632 26.55242
C 10.23444 12.50889 26.41178
C 12.07579 10.99725 27.30244
C 12.13891 11.63693 28.65973
C 10.93790 10.51252 25.12755
C 11.39131 11.41190 23.99185
O 12.73220 11.64691 24.22533
C 13.34036 12.59989 23.32038
H 8.01912 11.57509 26.69140
H 7.45036 10.03916 27.13760
H 8.25538 10.15503 25.62167
H 9.99687 9.20096 27.27450
H 9.66514 10.55660 28.27093
H 9.72570 12.81878 27.32204
H 9.56984 12.52360 25.53428
H 11.00181 13.17877 26.10650
H 12.81481 11.45004 26.66596
H 12.32693 9.94572 27.47255
H 11.25580 11.43759 29.29368
H 12.10822 12.70916 28.45491
H 13.04584 11.44878 29.27024
H 10.06496 9.97328 24.90042
H 11.79624 9.86005 25.22895
H 10.82865 12.34933 23.82920
H 11.27473 10.84381 23.10200
H 13.33864 12.22362 22.26975
H 14.41460 12.69864 23.53940
H 12.91445 13.62973 23.39713
C 7.78517 28.92740 16.82195
N 9.13053 29.49422 16.57911
C 9.70496 28.85114 15.38709
C 9.21387 30.96372 16.33598
C 10.09373 29.16305 17.73516
C 10.01605 27.69452 18.17086
O 10.65232 26.82205 17.22776
H 7.08144 29.40578 16.06377
H 7.52076 29.31372 17.81806
H 7.92600 27.83824 16.80079
H 10.71643 29.21605 15.34637
H 9.08405 29.09908 14.48190
H 9.65788 27.79820 15.59720
H 10.26541 31.25073 16.26862
H 8.74320 31.54366 17.14572
H 8.71105 31.28296 15.45646
H 9.92607 29.65323 18.64735
H 11.08547 29.44314 17.36329
H 9.04126 27.25407 18.35677
H 10.50148 27.57568 19.16589
H 11.58366 26.65195 17.39856
C 20.35952 26.30229 13.93188
N 18.94707 26.07364 14.28064
C 18.18556 27.19796 13.73438
C 18.31584 24.85290 13.63394
C 18.75658 25.99058 15.80097
C 19.70953 24.95953 16.48377
O 19.13897 24.66464 17.72238
H 20.90191 25.46098 14.37060
H 20.71687 27.27285 14.20890
H 20.32707 26.37140 12.86977
H 18.41417 27.28727 12.61717
H 18.49355 28.07798 14.25845
H 17.11816 27.09770 13.92159
H 18.52669 24.03697 14.35895
H 18.80279 24.69993 12.76010
H 17.26175 25.05540 13.58313
H 17.74397 25.64808 16.01822
H 18.81953 26.90386 16.33418
H 20.70343 25.43644 16.75073
H 19.81692 24.06956 15.87145
H 18.61453 23.86087 17.64050
C 16.43030 15.54223 12.61097
N 17.68093 15.44642 11.76141
C 17.87264 13.97380 11.44915
C 17.31253 16.10715 10.46804
C 18.92109 16.05463 12.40878
C 18.63276 17.19468 13.27864
O 18.07290 16.84553 14.52037
H 15.99538 16.58648 12.61225
H 16.62329 15.21491 13.59255
H 15.70660 14.85951 12.16731
H 18.28362 13.40741 12.27723
H 18.63300 13.92042 10.66514
H 16.93935 13.61753 11.03214
H 17.01383 17.13857 10.61518
H 16.47648 15.56174 10.06547
H 18.11678 16.10432 9.83729
H 19.49119 16.49543 11.59095
H 19.51834 15.24528 12.81255
H 17.94316 17.86434 12.78796
H 19.56513 17.81903 13.37917
H 18.54134 16.15865 14.99137
C 30.39916 21.54165 19.24884
C 29.16701 21.28957 18.36956
C 29.77687 20.90766 16.98065
N 28.83113 21.07331 15.81042
C 28.64158 22.63197 15.66516
C 27.71873 22.97008 14.46315
C 28.33410 22.27661 13.21287
C 28.67001 20.79658 13.31881
C 29.44348 20.42110 14.58288
C 27.47551 20.43998 16.17595
H 30.00891 21.84095 20.20706
H 31.13392 22.20982 18.86926
H 30.93953 20.61503 19.44809
H 28.48934 22.15561 18.42790
H 28.59019 20.43520 18.78579
H 30.12818 19.93202 17.05764
H 30.61808 21.48964 16.76156
H 29.56932 23.16592 15.49049
H 28.19486 22.99332 16.61307
H 27.62377 24.05251 14.24100
H 26.72739 22.64286 14.72880
H 29.16666 22.87928 12.98874
H 27.74045 22.52964 12.38606
H 29.23785 20.45538 12.43971
H 27.71995 20.21897 13.32640
H 30.46697 20.72944 14.53329
H 29.32553 19.34446 14.65603
H 26.91510 20.29310 15.19412
H 26.95994 21.01946 16.96774
H 27.61212 19.34723 16.56735
C 18.01140 22.17003 21.54234
C 19.12913 21.10991 21.20216
C 18.65856 20.03652 20.31777
N 19.63462 19.42606 19.32199
C 20.97290 19.02865 19.98581
C 21.90553 18.22587 19.04782
C 21.14684 17.04977 18.38532
C 19.79670 17.39526 17.78575
C 18.94830 18.18419 18.78548
C 19.86596 20.35874 18.23248
H 17.39394 22.37976 20.63365
H 18.41671 23.11639 21.89594
H 17.31518 21.76622 22.29652
H 19.51593 20.75537 22.22301
H 19.85733 21.73908 20.66925
H 17.80222 20.36341 19.66801
H 18.36049 19.13477 20.86940
H 20.75745 18.36938 20.85603
H 21.53033 19.91184 20.18412
H 22.67042 17.85904 19.63489
H 22.31478 18.76596 18.18837
H 20.88796 16.35847 19.22764
H 21.77950 16.53596 17.67646
H 19.35436 16.45815 17.48440
H 19.92749 17.93990 16.85127
H 18.72981 17.56038 19.65464
H 17.98306 18.58008 18.35321
H 18.86458 20.52579 17.77564
H 20.39058 20.00300 17.38053
H 20.23394 21.30039 18.60882
C 20.84629 9.38629 12.05954
C 21.78656 9.56832 13.28028
C 21.53093 11.03445 13.77031
N 22.46538 11.60162 14.80102
C 22.36459 10.78058 16.01256
C 23.39344 11.10584 17.07027
C 24.79267 10.96496 16.40381
C 24.92873 12.04898 15.32285
C 23.84405 11.68700 14.17788
C 22.03386 12.95455 15.11244
H 19.77068 9.69741 12.21463
H 20.72797 8.34609 11.80142
H 21.19752 9.76916 11.11088
H 22.77497 9.38540 12.94800
H 21.48396 8.79213 14.00282
H 20.55648 11.11335 14.23070
H 21.45282 11.70708 12.84983
H 22.57602 9.77563 15.65424
H 21.27800 10.76518 16.37801
H 23.42819 10.26206 17.81460
H 23.15452 12.05432 17.54770
H 24.92641 10.00531 15.83390
H 25.62669 10.96749 17.06833
H 25.85429 11.94595 14.76194
H 24.91665 13.09429 15.65403
H 24.20570 10.69412 13.71034
H 23.75990 12.47214 13.42214
H 20.98913 12.82576 15.46258
H 21.98998 13.48712 14.17727
H 22.74816 13.49081 15.77339
C 12.71595 23.83183 14.68445
F 12.19506 22.91665 15.52422
F 12.94199 23.14428 13.51117
F 11.85686 24.73349 14.36419
S 14.10743 24.73186 15.58648
O 14.98721 25.37282 14.68225
O 13.40490 25.56090 16.52161
N 14.83784 23.56530 16.30636
S 15.90998 22.54424 15.84013
O 16.01259 22.35929 14.43891
O 17.09672 22.68517 16.61936
C 15.22946 20.89382 16.35216
F 14.36149 20.50607 15.39484
F 16.24137 20.06910 16.30665
F 14.67386 20.84445 17.54568
C 25.03362 22.63981 20.39162
F 25.42376 23.25702 19.24374
F 25.44171 21.37315 20.34382
F 25.68840 23.17696 21.45252
S 23.15516 22.73294 20.61673
O 22.59510 21.94420 19.53199
O 22.88733 22.32080 21.95844
N 22.91259 24.24651 20.42574
S 22.85003 25.36356 21.49752
O 21.87671 25.12974 22.50733
O 24.13422 25.97688 21.89492
C 21.99520 26.67765 20.44758
F 22.03089 27.79463 21.12895
F 22.60658 26.79330 19.26040
F 20.75151 26.31521 20.23093
C 22.86518 19.90520 15.19812
F 23.65003 20.65876 16.03438
F 22.25941 18.95967 15.85361
F 21.92733 20.63924 14.65654
S 24.14841 19.10621 14.00930
O 24.49646 20.17891 13.12242
O 25.17818 18.44089 14.76704
N 23.05495 18.18663 13.27891
S 22.85509 16.63539 13.29328
O 23.70683 15.91937 14.25329
O 21.45248 16.22574 13.18974
C 23.44888 16.25270 11.50981
F 24.69719 16.73051 11.32643
F 23.41816 14.89350 11.46588
F 22.68369 16.73723 10.57088
C 16.67152 12.28589 15.14245
F 15.75136 13.26453 15.00566
F 16.15482 11.27231 15.86234
F 16.95022 11.85856 13.86762
S 18.17556 12.92166 15.96838
O 19.05669 11.85090 16.12519
O 18.65195 13.90509 15.02622
N 17.59494 13.72424 17.18320
S 17.11789 13.28199 18.62546
O 16.11907 14.18446 19.16635
O 17.04326 11.86745 18.70867
C 18.47952 13.65785 19.83425
F 18.89636 14.91000 19.92229
F 18.03111 13.39960 21.07574
F 19.47770 12.81935 19.55027
*
```

Results
E_HOMO = -14.67 eV
DFT total energy = -10417.88472 Ha

Record 2
Molecular formula: C66H144BF4N6
Method: DFT, ωB97M-V/def2-TZVPD

```
! RIJCOSX wB97M-V def2-TZVPD def2/J DEFGRID3
* xyz 5 1
B -0.07838 0.05396 -0.38223
F -0.44144 0.31076 0.95496
F -0.99913 -0.87030 -0.89956
F -0.03718 1.27803 -0.89768
F 1.23315 -0.45250 -0.38458
C -1.16361 -8.96188 -3.92539
C -1.36487 -7.89901 -5.03331
C -2.66909 -7.16804 -4.88722
C -3.04327 -6.44115 -6.20648
N -4.15199 -5.34630 -6.04746
C -5.50361 -6.04867 -5.87100
C -6.29232 -5.86559 -7.18151
C -5.23023 -5.45792 -8.22449
C -4.14202 -4.65610 -7.43195
C -3.92623 -4.40221 -4.83125
C -2.52055 -3.65832 -4.75258
C -2.45981 -2.38327 -3.80713
H -1.33088 -8.56357 -2.92465
H -0.16815 -9.39714 -3.83753
H -1.90334 -9.73489 -4.13356
H -1.43856 -8.30970 -6.04029
H -0.56727 -7.17988 -4.84674
H -2.66880 -6.61647 -3.94708
H -3.33732 -7.99295 -4.64004
H -3.50594 -7.15466 -6.88834
H -2.18431 -6.02466 -6.73263
H -5.98388 -5.67850 -4.96523
H -5.26565 -7.09046 -5.65618
H -7.05926 -5.09846 -7.07457
H -6.72703 -6.80418 -7.52526
H -5.54260 -4.72833 -8.97164
H -4.82470 -6.30312 -8.78061
H -4.55119 -3.64609 -7.40878
H -3.23762 -4.66766 -8.04026
H -4.20210 -4.93887 -3.92351
H -4.72984 -3.68484 -4.99768
H -2.22345 -3.37111 -5.76121
H -1.71616 -4.34798 -4.49678
H -2.47226 -1.50096 -4.44704
H -1.63580 -2.45649 -3.09738
H -3.31458 -2.25348 -3.14335
C 0.06397 2.64633 3.43775
C 0.74192 2.73566 4.79141
C 0.82370 4.21399 5.35435
C 1.44263 4.18938 6.68477
N 1.76742 5.59458 7.31088
C 0.39769 6.28650 7.71068
C 0.04933 5.77360 9.16606
C 1.35017 5.47711 9.77678
C 2.42636 5.45492 8.66084
C 2.71684 6.36914 6.30592
C 4.14255 5.90876 6.18133
C 5.17026 7.04012 6.48679
H -0.86886 3.20975 3.41566
H -0.20130 1.61284 3.21496
H 0.78856 2.99117 2.70009
H 1.74203 2.31602 4.68294
H 0.19342 2.14143 5.52227
H -0.20190 4.58111 5.39260
H 1.38548 4.82211 4.64534
H 2.43149 3.73369 6.63381
H 0.77642 3.68728 7.38631
H 0.55259 7.36064 7.60905
H -0.35271 5.88566 7.02926
H -0.38768 6.65830 9.62910
H -0.73998 5.02466 9.10138
H 1.54990 6.21542 10.55338
H 1.32026 4.53540 10.32486
H 3.03265 6.36068 8.67178
H 3.14122 4.63225 8.64401
H 2.77300 7.38614 6.69407
H 2.22638 6.37148 5.33251
H 4.20644 5.63712 5.12766
H 4.42088 4.93730 6.58984
H 6.17280 6.63142 6.36037
H 4.93223 7.22596 7.53412
H 5.19677 7.95041 5.88783
C -4.73881 3.33475 -3.72429
C -3.93763 1.99427 -3.46990
C -3.42195 1.90171 -2.06151
C -4.55769 1.82421 -0.94879
N -4.11698 1.61784 0.51098
C -3.60520 0.24503 0.91453
C -4.86905 -0.55575 0.82522
C -5.91719 0.27805 1.48016
C -5.37170 1.69065 1.44796
C -3.07060 2.69729 0.87210
C -3.43749 4.22901 0.80674
C -2.17694 5.10926 1.12967
H -5.22404 3.62425 -2.79217
H -5.60588 3.20542 -4.37202
H -4.08809 4.16853 -3.98786
H -3.21765 1.88848 -4.28141
H -4.77639 1.31484 -3.62141
H -2.63685 2.60501 -1.78390
H -2.80174 1.00560 -2.08201
H -5.26900 1.05025 -1.23714
H -5.25567 2.65197 -1.07432
H -3.23166 0.30130 1.93698
H -2.84944 -0.03164 0.17942
H -4.55217 -1.34965 1.50154
H -5.16127 -0.89504 -0.16855
H -6.13056 -0.12429 2.47046
H -6.79315 0.14626 0.84500
H -5.04831 2.08944 2.40947
H -6.09816 2.44516 1.14618
H -2.16293 2.52844 0.29268
H -2.94526 2.39545 1.91194
H -4.19091 4.55300 1.52471
H -3.85172 4.56968 -0.14217
H -1.29516 4.58850 0.75634
H -2.03018 5.23867 2.20197
H -2.14883 6.05228 0.58375
C 0.16216 -0.67575 -4.73545
C 1.63636 -0.63172 -5.21774
C 2.49741 -1.78686 -4.69346
C 2.75942 -1.73483 -3.15673
N 3.52767 -2.93620 -2.57215
C 4.95950 -3.11403 -3.29187
C 5.92055 -3.23350 -2.16752
C 5.17430 -3.39768 -0.93948
C 3.93129 -2.73546 -1.12620
C 2.67229 -4.25281 -2.58233
C 1.13734 -4.11547 -2.30536
C 0.25070 -5.46369 -2.25353
H -0.19681 -1.56827 -5.24795
H -0.27069 0.24454 -5.12761
H -0.12741 -0.63901 -3.68526
H 2.25095 0.19141 -4.85329
H 1.87024 -0.41575 -6.26023
H 3.42446 -1.89929 -5.25564
H 1.91419 -2.63129 -5.06073
H 1.85120 -1.55847 -2.58042
H 3.26084 -0.77949 -3.00181
H 4.91890 -4.04194 -3.86232
H 5.16715 -2.27530 -3.95634
H 6.70068 -3.99084 -2.24462
H 6.59025 -2.38224 -2.04517
H 5.05324 -4.43535 -0.62851
H 5.63884 -2.83532 -0.12950
H 3.24271 -2.69126 -0.28240
H 4.10104 -1.65946 -1.16479
H 2.95352 -4.94713 -1.79053
H 2.87006 -4.65353 -3.57650
H 0.58626 -3.52074 -3.03385
H 0.98970 -3.65712 -1.32750
H -0.58528 -5.34520 -1.56420
H 0.93167 -6.22976 -1.88270
H 0.06429 -5.76712 -3.28372
C -0.33164 3.63982 -4.38601
C 0.79714 2.74476 -3.75602
C 1.79044 3.49592 -2.79576
C 2.70754 2.57881 -2.05366
N 3.66064 3.39175 -1.05451
C 4.80476 2.60144 -0.43356
C 4.31849 1.89059 0.79356
C 3.42786 2.92695 1.44333
C 2.84711 3.63340 0.24652
C 4.21756 4.73721 -1.69357
C 5.28347 4.56401 -2.75202
C 5.71533 5.83022 -3.34999
H -1.00294 3.87367 -3.55970
H -0.96290 3.15711 -5.13206
H 0.14075 4.55282 -4.74847
H 1.34651 2.33514 -4.60366
H 0.18794 1.97660 -3.27967
H 1.23600 4.15259 -2.12533
H 2.37710 4.31537 -3.21101
H 3.35027 2.01004 -2.72560
H 2.12263 1.98162 -1.35412
H 5.65153 3.25357 -0.21954
H 5.17386 1.94394 -1.22067
H 5.23534 1.64261 1.32835
H 3.90735 0.91651 0.52859
H 3.89450 3.64770 2.11479
H 2.64014 2.32589 1.89758
H 2.74878 4.71218 0.36767
H 1.80816 3.32976 0.11813
H 4.65647 5.20958 -0.81476
H 3.42344 5.43390 -1.96210
H 4.78037 3.99584 -3.53444
H 6.15488 4.00602 -2.40940
H 6.26499 5.71168 -4.28375
H 6.16996 6.52304 -2.64188
H 4.82749 6.28703 -3.78718
C -2.90668 -0.46126 6.31889
C -1.79291 -1.43188 6.81188
C -1.15212 -2.31385 5.71688
C -0.30747 -1.56530 4.70051
N 0.56004 -2.44984 3.79018
C 1.35372 -1.67036 2.78096
C 2.86030 -1.74028 3.12851
C 2.91650 -3.17015 3.72582
C 1.68317 -3.18900 4.58057
C -0.34988 -3.49765 3.04390
C -1.34310 -2.87877 2.05401
C -2.17239 -3.86911 1.13619
H -3.71540 -0.98741 5.81170
H -2.50168 0.15668 5.51749
H -3.19811 0.08087 7.21848
H -2.23499 -2.02411 7.61309
H -0.95259 -0.85828 7.20297
H -1.96932 -2.73017 5.12784
H -0.56277 -2.98894 6.33737
H 0.26843 -0.92602 5.36966
H -0.90063 -0.93940 4.03380
H 1.22730 -2.24006 1.86034
H 0.98056 -0.65253 2.66746
H 3.54346 -1.67725 2.28151
H 3.07573 -0.91207 3.80361
H 2.81666 -3.97113 2.99330
H 3.85704 -3.29555 4.26226
H 1.52275 -4.25318 4.75346
H 1.74139 -2.72179 5.56365
H -0.90836 -4.09356 3.76577
H 0.42205 -4.13588 2.61390
H -0.87387 -2.14125 1.40287
H -2.08415 -2.36442 2.66591
H -2.58367 -4.58810 1.84470
H -1.71219 -4.37921 0.28996
H -3.02252 -3.35654 0.68601
*
```

Results
energy relative to the best compared isomer or geometry (same formula, charge and spin) = 10.83 kJ/mol
E_HOMO = -19.40 eV
DFT total energy = -3352.35023 Ha